Record 1
ORCA calculation (the ωB97M-V functional and the def2-TZVPD basis) on a molecular structure, C25H56BCl38FINO7P2Si2 in a non-equilibrium geometry.

Each line ends with the Mulliken charge.
Cartesian coordinates (Å):
1 I -4.54187 0.19490 -2.72298  -0.232
2 Cl 2.48832 8.37490 4.64408  -0.067
3 Cl -1.55077 -12.08232 6.81354  -0.168
4 Cl -0.86875 -6.62051 -8.05951  -0.169
5 Cl 0.21189 11.18050 6.42067  -0.118
6 Cl 13.38701 8.40624 2.57900  -0.158
7 Cl -0.77182 -16.07294 4.81961  -0.152
8 Cl -1.76042 -5.07207 -1.03896  0.024
9 Cl 0.17246 -4.32435 -6.58644  -0.108
10 Cl -1.94574 6.31980 3.64618  -0.123
11 Cl 3.77481 15.96655 2.05466  -0.152
12 Cl -1.27264 -8.57627 -3.46352  -0.167
13 Cl 6.63314 6.87398 5.76827  -0.145
14 Cl -4.44928 0.47100 -6.57343  -0.064
15 Cl -6.59900 5.36421 -5.33842  -0.118
16 Cl 4.48215 16.08640 4.88685  -0.163
17 Cl -4.12101 3.28179 -7.30848  -0.160
18 Cl -6.22285 -9.24809 1.72619  -0.165
19 Cl 7.87599 3.27566 3.29671  -0.158
20 Cl 2.49365 12.08807 2.57400  -0.161
21 Cl -7.83302 3.43331 -7.15631  -0.139
22 Cl 1.95402 -15.50652 5.71299  -0.157
23 Cl 1.31772 -7.40983 -4.06130  -0.121
24 Cl 1.83723 -4.92999 0.81101  -0.122
25 Cl 8.84070 5.52471 1.69570  -0.129
26 Cl -0.92514 -8.87101 0.97667  -0.149
27 Cl -1.41995 -9.44072 8.06108  -0.162
28 Cl -4.17941 -6.55861 -0.37619  -0.124
29 Cl 11.74063 7.66902 0.27630  -0.150
30 Cl -1.68455 9.02019 5.85955  -0.130
31 Cl 4.06820 -3.70693 2.25229  -0.159
32 Cl 1.27443 6.28559 2.99957  -0.193
33 Cl -2.55359 3.47609 3.33509  -0.178
34 Cl 1.64772 -8.35940 -0.31492  -0.185
35 Cl -4.41755 -9.38975 4.02143  -0.179
36 Cl 6.84692 9.29312 7.39010  -0.161
37 Cl -0.02739 10.67196 2.98114  -0.039
38 Cl 3.89248 -9.00693 3.64176  -0.172
39 Cl 1.25422 -10.05879 4.33611  -0.211
40 P -2.18575 2.93217 -3.72298  0.941
41 P 1.19118 -1.88015 -2.12906  -0.230
42 Si -2.26445 1.06827 -2.45760  0.676
43 Si -0.98102 -1.48049 -2.45325  0.371
44 F -1.83269 -1.68450 -1.10015  -0.173
45 O -4.64556 -4.06659 -5.63079  -0.487
46 O -1.04028 0.07048 -3.05685  -0.118
47 O 1.39742 -3.50599 -1.81723  -0.210
48 O -3.66468 3.64985 -3.80245  -0.316
49 O -3.56533 -2.26468 -4.99320  -0.198
50 O -0.89355 2.31074 -0.14015  -0.593
51 O -1.67259 2.51656 -5.22648  -0.462
52 N -1.12538 3.83440 -3.04146  -0.814
53 C -0.10839 -8.16366 -0.42662  0.970
54 C -4.05915 -3.10688 -5.93569  0.013
55 C -4.54101 -9.18201 2.26841  -0.016
56 C 12.46168 7.12079 1.79396  -0.155
57 C 0.74476 12.11092 2.30836  -0.392
58 C -4.16588 2.46097 0.58090  -1.221
59 C -1.58733 -2.77221 -3.70702  -0.242
60 C -1.58110 4.83410 2.75569  -0.218
61 C 2.49408 -9.93078 3.07991  0.298
62 C -1.04451 -4.89319 -7.73556  -0.047
63 C 5.74901 8.10737 6.67784  -0.014
64 C -3.51609 -5.16139 -1.23047  -0.450
65 C -4.09970 1.60404 -7.88050  -0.426
66 C 4.22259 15.03481 3.48950  -0.005
67 C 0.23677 -15.44529 6.12855  0.136
68 C 1.92409 -1.47361 -3.78735  -0.861
69 C -3.13450 1.31485 0.52113  -0.084
70 C -2.11553 -2.19214 -5.04290  0.559
71 C -0.41784 9.61465 6.94371  -0.274
72 C -0.02237 -8.36484 -4.69585  0.115
73 C 7.59579 4.95257 2.81328  0.225
74 C -1.49414 -10.33563 6.54001  0.943
75 C 3.58823 -4.93028 1.07461  -0.227
76 C -7.78380 5.11956 -6.62869  -0.312
77 C 1.26319 7.99979 3.42252  0.204
78 B -2.02016 1.62323 -0.55361  0.110
79 H -4.89954 2.29355 1.37132  0.363
80 H 0.35043 -9.33626 -5.00051  0.340
81 H 5.06885 8.62019 6.00508  -0.004
82 H -1.76733 -1.18562 -5.28325  0.225
83 H -2.03050 -4.71896 -7.31696  -0.054
84 H -2.40983 -3.35950 -3.29516  -0.145
85 H -3.90091 3.75465 -4.73865  0.092
86 H -0.03906 -14.41427 6.31599  -0.080
87 H 2.78345 -2.09557 -4.03145  0.395
88 H -3.68032 0.38404 0.33621  0.225
89 H 11.66776 6.80359 2.46115  0.177
90 H -0.78747 -3.48056 -3.94260  0.430
91 H 5.13876 14.49263 3.28358  0.275
92 H -3.70879 3.42582 0.80411  0.197
93 H -2.68216 1.20361 1.51305  0.271
94 H 0.39395 8.89538 6.95662  0.183
95 H -3.95890 -4.25763 -0.82686  0.347
96 H 4.08084 -4.72208 0.13122  0.284
97 H 1.52096 -3.57203 -0.85329  0.112
98 H 13.12632 6.29070 1.58377  0.281
99 H 1.46828 8.57977 2.53428  0.289
100 H -4.12360 -8.21758 2.00134  0.093
101 H -0.61088 -10.10755 5.95572  -0.386
102 H -3.11431 1.38913 -8.27917  0.337
103 H -4.84891 1.48981 -8.65609  0.379
104 H -0.33657 -7.10386 -0.47340  -0.414
105 H -0.83479 9.72513 7.93820  0.354
106 H 7.60918 5.57746 3.69840  -0.194
107 H -0.93248 -4.34679 -8.66546  0.377
108 H 0.55386 12.14632 1.24193  0.349
109 H -1.52788 4.73175 -2.78178  0.220
110 H -0.45677 -7.84823 -5.54547  -0.148
111 H 5.19141 7.62371 7.47176  0.301
112 H 2.12959 -0.41060 -3.87556  0.333
113 H 0.32854 12.98920 2.78920  0.279
114 H -7.51335 5.74190 -7.47411  0.269
115 H -8.76414 5.39742 -6.25912  0.311
116 H 2.06971 -9.42970 2.21745  -0.269
117 H 3.88109 -5.90716 1.44258  0.233
118 H -0.53742 4.59357 2.88727  0.178
119 H -0.46224 -8.65826 -1.32884  -0.259
120 H -4.72774 2.59104 -0.34831  0.327
121 H -1.79621 4.99410 1.70422  0.326
122 H 6.63056 5.01926 2.32433  0.287
123 H -3.86258 -2.80033 -6.97735  0.490
124 H 2.81951 -10.92901 2.80998  0.291
125 H -3.74995 -5.25239 -2.28609  0.269
126 H -2.29720 2.77266 -5.92454  0.101
127 H -2.38577 -10.03794 6.00079  -0.142
128 H -0.35960 1.74382 0.43614  0.298
129 H 0.28782 8.25414 3.81861  -0.261
130 H -3.98546 -9.97594 1.78215  0.234
131 H 0.07064 -16.04547 7.01584  0.272
132 H -1.78382 -2.86082 -5.84666  -0.594
133 H 3.42330 14.33904 3.71862  0.038
134 H 1.16470 -1.70099 -4.55004  0.091

Forces on atoms 1 to 6 (eV/Å):
0.1 -0.2 0.0
0.0 0.1 0.1
0.0 0.0 -0.1
-0.1 0.0 -0.1
0.1 0.0 0.2
0.0 0.0 0.0

- Kohn-Sham gap: 7.8 eV
- HOMO level: -8.0 eV

=====

Record 2
ORCA calculation (the ωB97M-V functional and the def2-TZVPD basis) on a molecular structure, C15H13N5O3PdS2.

Each line ends with the Löwdin spin population.
Cartesian coordinates (Å):
1 Pd -0.72711 0.23738 -0.93400  1.333
2 S 1.00137 -0.04926 -2.56062  0.191
3 S -1.16396 0.78523 1.82797  0.009
4 O -1.97879 1.35759 2.85784  0.017
5 O -1.45903 -1.50006 -1.96110  0.106
6 O -1.67607 -0.43156 1.16934  0.056
7 N 4.09067 -0.42962 4.26368  0.000
8 N -0.56633 -2.20922 -2.64335  0.004
9 N -1.81810 2.22013 -1.33961  0.093
10 N -0.76372 1.77422 0.61009  0.116
11 N -2.46290 3.44805 0.59918  0.006
12 C 2.54438 -0.66901 2.42558  0.001
13 C 2.87401 -0.13439 3.67560  0.000
14 C 1.48421 -2.47460 -3.76782  0.008
15 C -2.70834 2.87752 -2.07660  0.009
16 C 0.71002 0.92790 3.76139  0.000
17 C 0.61778 -1.66842 -3.01293  0.027
18 C 1.93765 0.66081 4.33795  0.000
19 C -3.50207 3.85851 -1.52095  0.005
20 C 1.31718 -0.40624 1.85418  0.004
21 C -0.91748 -3.47620 -2.96199  0.001
22 C -3.33644 4.09972 -0.16214  -0.001
23 C 0.39776 0.39864 2.51545  0.000
24 C -0.08485 -4.27481 -3.69315  0.000
25 C -1.74397 2.52843 -0.03323  0.009
26 C 1.14597 -3.75909 -4.10830  -0.001
27 H -0.39514 -5.28157 -3.93001  0.000
28 H -4.21720 4.40746 -2.11434  0.001
29 H 3.25637 -1.29844 1.90489  0.000
30 H 2.42902 -2.04240 -4.06584  0.003
31 H 4.82663 -0.75456 3.66228  0.000
32 H -0.01583 1.54507 4.27241  0.000
33 H -1.88719 -3.76537 -2.58810  0.001
34 H -3.93470 4.85428 0.33743  0.000
35 H 4.39998 0.17196 5.00634  0.000
36 H -2.76771 2.60917 -3.12423  0.000
37 H 1.82964 -4.36555 -4.68692  0.000
38 H 2.17611 1.06966 5.31290  0.000
39 H 1.08820 -0.84135 0.89067  0.004

Forces on atoms 1 to 6 (eV/Å):
-0.2 -0.1 -0.8
0.1 0.0 0.1
-0.2 -0.2 0.0
-0.1 0.1 -0.1
0.2 -0.1 0.1
0.1 0.2 0.2

- Multiplicity: 3
- Kohn-Sham gap (spin up / spin down): 8.5 / 6.9 eV
- HOMO level (spin up / spin down): -8.1 / -8.1 eV
- Expectation value of S²: 2.01